No. 1
{
  "formula": "C43H47CsN7O2PS4",
  "method": "the ωB97M-V functional and the def2-TZVPD basis",
  "energy_ha": -4154.89229,
  "homo_energy_ev": -1.739,
  "multiplicity": 1,
  "relative_energy_ev": 0.003,
  "homo_lumo_gap_ev": 5.30,
  "total_charge": -2,
  "elements": ["Cs", "C", "S", "C", "S", "N", "N", "C", "C", "C", "C", "C", "C", "N", "H", "H", "H", "H", "H", "H", "H", "H", "C", "C", "N", "C", "C", "C", "S", "N", "C", "O", "C", "C", "C", "C", "C", "C", "H", "H", "H", "H", "H", "H", "H", "H", "H", "H", "H", "H", "H", "H", "H", "C", "C", "C", "C", "C", "C", "C", "C", "C", "C", "H", "H", "H", "H", "H", "H", "H", "C", "P", "C", "C", "O", "H", "H", "H", "H", "H", "H", "H", "H", "H", "S", "C", "C", "C", "N", "C", "C", "C", "C", "C", "N", "C", "C", "H", "H", "H", "H", "H", "H", "H", "H"],
  "xyz": [[0.21279, 0.65581, 0.00443], [-7.35559, -0.98130, -3.39728], [-6.80449, 0.12661, -2.09318], [-5.46462, -0.77278, -1.31788], [-4.98389, -2.32676, -1.86177], [-5.01986, -0.07451, -0.31609], [-3.88145, -0.57013, 0.29399], [-3.96666, -0.67077, 1.55690], [-2.86481, -1.21800, 2.36929], [-3.15730, -1.78574, 3.61323], [-2.15851, -2.45620, 4.30094], [-0.89919, -2.55746, 3.72838], [-0.68990, -1.91562, 2.51684], [-1.62841, -1.23341, 1.86864], [-8.12527, -0.43188, -3.94428], [-7.77330, -1.90108, -2.99373], [-6.53490, -1.23452, -4.06282], [-4.91225, -0.46490, 2.06665], [-4.16578, -1.72820, 4.00352], [-2.36721, -2.90935, 5.26284], [-0.08599, -3.08221, 4.21163], [0.29002, -1.94911, 2.04671], [5.76569, -3.01256, 4.93978], [5.94861, -2.15942, 3.69014], [5.18760, -2.66583, 2.55665], [5.88272, -3.60463, 1.69651], [6.64416, -2.91866, 0.57118], [3.88087, -2.29216, 2.36624], [3.02342, -2.86104, 1.00298], [3.39344, -1.56128, 3.38161], [2.42296, -0.64613, 3.23813], [2.02058, -0.11951, 2.19235], [1.81627, -0.20150, 4.54989], [2.33577, -0.60395, 5.77731], [1.74828, -0.17812, 6.96050], [0.63442, 0.65152, 6.92721], [0.11404, 1.05780, 5.70622], [0.70686, 0.63483, 4.52678], [6.36728, -2.62615, 5.76686], [6.06504, -4.04713, 4.75412], [4.71582, -3.00371, 5.22970], [7.00188, -2.14290, 3.39437], [5.64376, -1.13514, 3.89145], [5.15072, -4.29508, 1.28267], [6.57439, -4.17423, 2.32644], [5.94114, -2.38082, -0.06174], [7.17510, -3.65173, -0.04203], [7.37552, -2.20704, 0.96354], [3.20099, -1.25197, 5.78378], [2.16196, -0.49208, 7.91196], [0.17721, 0.98565, 7.85138], [-0.75093, 1.70837, 5.66904], [0.32519, 0.94551, 3.56518], [3.60803, 5.24518, 3.43887], [3.00800, 3.96403, 3.43258], [2.21313, 3.59176, 2.38236], [1.95496, 4.44680, 1.26790], [1.12551, 3.96697, 0.18537], [0.97043, 4.90748, -0.82599], [1.55323, 6.19670, -0.82561], [2.34426, 6.61460, 0.21206], [2.56985, 5.73348, 1.29848], [3.38937, 6.10324, 2.39767], [4.23717, 5.54467, 4.27068], [3.17571, 3.28141, 4.25837], [1.75365, 2.60653, 2.37698], [0.37040, 4.65558, -1.70317], [1.37759, 6.87058, -1.66267], [2.79780, 7.60182, 0.21820], [3.84640, 7.08985, 2.39772], [4.82231, -0.31981, -1.71576], [3.95956, 1.16986, -1.17603], [4.35306, 1.35186, 0.56445], [4.77546, 2.55404, -2.00395], [2.50290, 1.12292, -1.48657], [5.90079, -0.24082, -1.56270], [4.60947, -0.48654, -2.77300], [4.42914, -1.15934, -1.13717], [5.43234, 1.30824, 0.72940], [3.85171, 0.55229, 1.11384], [3.95360, 2.30443, 0.91865], [5.84553, 2.58314, -1.79083], [4.30186, 3.47240, -1.65100], [4.61577, 2.47244, -3.07980], [-1.74052, -4.23786, -5.58558], [-1.20032, -3.19956, -4.24321], [-0.01078, -3.45700, -3.56999], [0.30815, -2.65809, -2.48129], [-0.48080, -1.67818, -2.04283], [-1.60272, -1.43255, -2.70690], [-2.00038, -2.15338, -3.82344], [-2.68586, -5.41621, -4.64291], [-3.68361, -5.00618, -3.76607], [-4.38728, -5.97692, -3.07026], [-4.18346, -7.28741, -3.21109], [-3.22812, -7.66249, -4.05543], [-2.44750, -6.77640, -4.78241], [0.63701, -4.26806, -3.87441], [1.21812, -2.82982, -1.91442], [-2.25964, -0.66824, -2.30795], [-2.94396, -1.92601, -4.29921], [-3.89565, -3.95679, -3.59984], [-5.15544, -5.67842, -2.36625], [-3.06337, -8.73155, -4.14950], [-1.66716, -7.13484, -5.44074]]
}

No. 2
{
  "formula": "C43H47N4O3SZr",
  "method": "the ωB97M-V functional and the def2-TZVPD basis",
  "energy_ha": -2556.78253,
  "homo_energy_ev": -10.947,
  "multiplicity": 1,
  "relative_energy_ev": 0.980,
  "homo_lumo_gap_ev": 8.00,
  "total_charge": 1,
  "elements": ["Zr", "O", "C", "C", "C", "C", "C", "C", "C", "C", "C", "O", "C", "C", "C", "C", "C", "C", "C", "C", "C", "C", "C", "C", "N", "C", "C", "C", "C", "C", "C", "C", "C", "C", "C", "C", "C", "H", "H", "H", "H", "H", "H", "H", "H", "H", "H", "H", "H", "H", "H", "H", "H", "H", "H", "H", "H", "H", "H", "H", "H", "H", "H", "H", "C", "C", "C", "C", "N", "C", "S", "N", "C", "C", "C", "C", "H", "H", "H", "H", "H", "H", "H", "H", "H", "H", "H", "H", "H", "H", "H", "H", "H", "H", "H", "H", "O", "C", "N"],
  "xyz": [[-0.53031, 0.78383, -0.57750], [-1.65984, -0.37458, 0.49389], [-2.09213, -1.46614, -0.32497], [-3.40359, -1.03770, -0.97288], [-3.35214, 0.11294, -1.95557], [-4.32094, 0.23592, -2.92654], [-4.25689, 1.28933, -3.82262], [-3.25653, 2.23474, -3.70503], [-2.32408, 2.10680, -2.70112], [-1.30672, 3.19952, -2.41079], [-1.27443, 3.65453, -0.91420], [-0.58647, 2.63632, -0.16341], [-0.46521, 4.94897, -0.81769], [-0.98591, 6.14866, -1.29668], [-0.23993, 7.31566, -1.23097], [1.03678, 7.29994, -0.68094], [1.55870, 6.11001, -0.19988], [0.81203, 4.93670, -0.26813], [-2.66850, 3.82921, -0.31151], [-3.74919, 4.22996, -1.08513], [-5.00446, 4.42192, -0.51599], [-5.18859, 4.21431, 0.84280], [-4.10820, 3.82748, 1.62871], [-2.85936, 3.64093, 1.05683], [-2.35705, 1.03039, -1.86736], [-2.33474, -2.71424, 0.50848], [-2.43056, -3.96566, -0.09382], [-2.71707, -5.08949, 0.66614], [-2.91387, -4.97120, 2.03887], [-2.81734, -3.72502, 2.64004], [-2.52305, -2.59650, 1.87877], [-0.95536, -1.76897, -1.35005], [-1.12856, -1.84397, -2.72743], [-0.06569, -2.17030, -3.56312], [1.18795, -2.42978, -3.03292], [1.37343, -2.37505, -1.65871], [0.31915, -2.04191, -0.83097], [-4.04605, -0.73114, -0.14378], [-3.89428, -1.88536, -1.45116], [-5.11221, -0.50110, -2.98349], [-5.00282, 1.38289, -4.60268], [-3.20613, 3.08872, -4.36826], [-1.51178, 4.05698, -3.04729], [-0.30384, 2.85698, -2.65751], [-1.98871, 6.18586, -1.70912], [-0.66027, 8.24217, -1.60254], [1.61645, 8.21286, -0.62456], [2.55092, 6.08876, 0.23403], [1.22298, 4.01544, 0.11889], [-3.62865, 4.40921, -2.14925], [-5.83546, 4.73252, -1.13844], [-6.16428, 4.35855, 1.28901], [-4.23761, 3.67297, 2.69325], [-2.02625, 3.34336, 1.67775], [-2.27321, -4.07140, -1.16345], [-2.78738, -6.05873, 0.18822], [-3.14078, -5.84810, 2.63322], [-2.97195, -3.62568, 3.70807], [-2.44156, -1.62256, 2.34329], [-2.10393, -1.67584, -3.16794], [-0.22744, -2.22350, -4.63223], [2.01547, -2.68081, -3.68573], [2.34230, -2.59377, -1.23012], [0.45101, -2.06807, 0.24259], [5.04923, -2.37746, -1.52285], [6.09400, -2.37340, -0.41303], [5.52289, -2.13492, 0.98211], [5.03978, -0.70025, 1.22477], [3.61323, -0.39405, 0.98820], [2.58271, -0.42077, 1.82846], [1.17455, 0.56322, 1.53109], [2.52891, -1.11584, 2.96388], [3.43721, -2.09836, 3.58906], [3.01882, -3.54635, 3.32521], [1.97184, -4.09920, 4.29265], [0.58288, -3.49017, 4.12782], [5.50393, -2.56573, -2.49679], [4.51581, -1.42638, -1.59621], [4.31252, -3.16783, -1.34559], [6.85092, -1.60898, -0.61641], [6.62281, -3.32822, -0.41295], [6.29447, -2.35468, 1.72472], [4.70768, -2.83911, 1.16596], [5.56457, -0.03161, 0.54221], [5.29546, -0.35295, 2.22275], [3.43161, 0.17364, 0.17014], [1.66021, -0.95389, 3.44761], [3.41584, -1.89233, 4.65998], [4.45014, -1.91954, 3.27049], [3.91514, -4.17000, 3.36633], [2.64181, -3.61451, 2.29870], [2.32010, -3.95469, 5.32065], [1.90646, -5.17982, 4.15080], [0.55201, -2.42567, 4.38325], [-0.14305, -3.97771, 4.77961], [0.22253, -3.59090, 3.09984], [3.25979, 0.89893, -1.59771], [2.10465, 0.89674, -1.84579], [0.93266, 0.87407, -2.12835]]
}